Record 1
Formula: C54H48As3F3MnO2P
Source: the Open Molecules 2025 dataset
Level of theory: wB97M-V/def2-TZVPD

Properties
<S²> = 8.759
Charge = +1
Energy = -292144.8253 eV
Relative energy (zero: lowest compared OMol25 entry of this formula, charge and spin) = 0.00 kJ/mol
2S+1 = 6
LUMO level (alpha / beta) = -2.059 / -3.214 eV
Gap between HOMO and LUMO (alpha / beta) = 8.549 / 7.409 eV

XYZ file:
```
112
Properties=species:S:1:pos:R:3:forces:R:3:lowdin_spin:R:1
Mn 1.626556 -0.291653 -1.054406 1.178 0.045 0.010 4.6200
C -0.601979 2.334320 -1.879278 0.147 -0.073 0.152 0.0084
C 0.133191 2.540917 -0.558726 0.204 -0.410 0.198 0.0173
As 1.978417 3.262936 -0.869313 -0.287 0.686 0.262 0.0031
C 2.759975 2.918390 0.885852 0.112 0.163 -0.078 0.0006
C 2.677914 1.691160 1.528286 -0.459 -0.350 -0.364 0.0128
C 3.325495 1.469807 2.731241 0.031 -0.132 0.031 0.0013
C 4.120068 2.463293 3.278244 0.003 -0.024 0.084 0.0005
C 4.241987 3.682618 2.632829 0.107 -0.038 0.036 -0.0002
C 3.567253 3.905988 1.448439 -0.162 0.122 -0.232 0.0003
C 1.366132 5.119609 -0.569846 0.025 -0.371 -0.049 0.0016
C 0.856120 5.506931 0.664078 0.024 -0.078 0.136 0.0003
C 0.262861 6.744972 0.820648 -0.050 0.017 0.109 0.0001
C 0.161593 7.609265 -0.257065 0.002 0.065 -0.089 0.0000
C 0.672693 7.236447 -1.487124 -0.065 0.090 -0.048 0.0000
C 1.277072 5.999162 -1.641386 0.219 -0.310 -0.096 0.0002
As 0.226242 0.770151 -2.764351 -1.226 1.583 -1.800 0.0360
C 1.538133 1.503574 -4.009105 0.159 -0.203 0.028 0.0091
C 2.308670 0.570001 -4.701439 -0.119 -0.226 0.263 0.0018
C 3.240160 0.984215 -5.638276 0.097 0.019 -0.044 0.0001
C 3.433537 2.338491 -5.864739 0.010 -0.055 -0.019 0.0011
C 2.683317 3.272863 -5.169543 -0.068 0.000 -0.036 0.0005
C 1.730667 2.856951 -4.254543 -0.352 0.038 0.187 0.0018
C -1.194723 0.349960 -4.056540 0.002 -0.398 0.168 0.0078
C -0.925741 0.215777 -5.414305 0.388 0.085 0.202 0.0012
C -1.961075 0.052693 -6.318529 -0.003 0.012 -0.002 0.0003
C -3.272358 0.022918 -5.876231 -0.029 -0.019 -0.032 0.0005
C -3.545184 0.105822 -4.520114 -0.046 -0.006 0.035 0.0001
C -2.510779 0.247222 -3.610567 0.238 0.067 0.309 0.0010
H -0.558034 3.232080 -2.510030 -0.023 -0.308 -0.011 0.0004
H -1.662728 2.107989 -1.706120 0.265 -0.081 -0.125 0.0002
H 0.242384 1.548387 -0.068293 -0.169 0.544 0.076 0.0096
H -0.425869 3.207579 0.107632 0.212 -0.185 0.006 0.0009
H 2.104699 0.859668 1.073592 0.194 0.510 0.433 0.0103
H 3.216910 0.520008 3.236614 0.062 -0.073 0.005 0.0001
H 4.656200 2.281357 4.196320 0.009 -0.010 0.133 0.0001
H 4.872653 4.457326 3.043997 0.031 0.037 0.048 0.0000
H 3.663305 4.865178 0.949530 0.006 -0.042 0.059 0.0001
H 0.929556 4.836287 1.513163 -0.042 0.017 -0.001 0.0000
H -0.135303 7.031991 1.781862 -0.017 0.043 0.115 0.0000
H -0.314187 8.570622 -0.137839 -0.037 0.090 0.011 0.0000
H 0.588519 7.901851 -2.331681 0.035 0.106 -0.097 0.0000
H 1.692274 5.710822 -2.601463 -0.038 0.056 -0.025 0.0000
H 2.174820 -0.494347 -4.504029 0.070 0.135 -0.077 0.0002
H 3.818489 0.254791 -6.188332 0.028 -0.034 0.026 0.0000
H 4.167302 2.662443 -6.586615 0.071 0.039 -0.055 0.0001
H 2.830004 4.328929 -5.346645 0.012 0.043 -0.008 0.0000
H 1.135848 3.598826 -3.729344 0.109 -0.077 -0.114 0.0002
H 0.099688 0.259242 -5.762545 -0.152 0.040 -0.097 0.0001
H -1.736342 -0.031430 -7.370497 0.002 -0.013 -0.104 0.0000
H -4.079545 -0.066316 -6.588194 -0.061 -0.035 -0.026 0.0000
H -4.567136 0.075652 -4.171831 -0.063 -0.047 0.048 0.0000
H -2.720583 0.290655 -2.545215 -0.109 0.037 -0.073 0.0001
F 5.673348 -1.428273 -2.984712 -0.249 0.049 -0.012 0.0013
C 5.425270 -0.489156 -2.069592 0.633 -0.041 -0.225 0.0017
F 6.089212 -0.834840 -0.956360 -0.231 0.060 0.120 0.0008
F 5.937992 0.660657 -2.511668 -0.239 -0.013 0.064 0.0012
C 3.917010 -0.365449 -1.762723 1.335 0.310 -0.342 0.0275
O 3.512895 0.702578 -1.262093 -0.345 -0.005 0.359 0.0469
O 3.189282 -1.344356 -1.999604 -0.647 -0.697 0.011 0.0578
C 0.441997 -2.064009 2.311214 0.432 0.288 -0.124 0.0088
C -0.596199 -3.123524 2.633255 -0.121 0.070 0.229 0.0016
As -0.736625 -3.499876 4.603388 -0.064 0.031 -0.238 0.0010
C -1.467997 -1.775712 5.185143 0.101 -0.169 -0.071 0.0001
C -2.363436 -1.039774 4.418281 0.042 -0.098 -0.199 0.0000
C -2.902135 0.137290 4.901952 -0.079 0.106 -0.093 0.0000
C -2.553467 0.596431 6.161690 0.006 0.030 0.062 0.0000
C -1.659498 -0.124935 6.935113 -0.046 0.119 0.050 0.0000
C -1.119235 -1.302602 6.446653 0.188 -0.286 -0.073 0.0000
C -2.417954 -4.478659 4.362403 0.111 0.043 0.036 0.0002
C -3.643966 -4.014000 4.816361 0.105 0.224 0.087 0.0001
C -4.807895 -4.698657 4.512584 -0.098 -0.069 0.017 0.0000
C -4.755601 -5.867209 3.772162 -0.094 -0.004 0.020 0.0001
C -3.532103 -6.361958 3.352385 -0.027 -0.100 -0.056 0.0000
C -2.371026 -5.674414 3.651742 0.238 0.099 0.017 0.0001
P 0.441155 -1.605904 0.509073 -1.330 -1.466 1.241 0.0434
C -1.344590 -1.229443 0.341667 0.239 0.235 -0.215 0.0106
C -1.751253 -0.023929 0.916467 0.165 -0.105 -0.021 0.0041
C -3.064428 0.393711 0.823228 -0.123 0.073 0.004 -0.0001
C -3.992058 -0.395203 0.158636 0.028 -0.035 -0.006 0.0026
C -3.601667 -1.615272 -0.371059 -0.104 -0.050 0.004 0.0001
C -2.285655 -2.041090 -0.280800 0.136 0.072 -0.017 0.0029
C 0.743985 -3.171238 -0.379541 0.116 0.287 -0.200 0.0104
C 1.428771 -4.239177 0.197113 -0.087 0.174 0.037 0.0031
C 1.793235 -5.329866 -0.573546 0.079 0.051 -0.014 0.0021
C 1.512118 -5.350508 -1.929312 -0.090 0.007 0.022 0.0040
C 0.849429 -4.282758 -2.517047 0.063 -0.006 -0.115 0.0013
C 0.478178 -3.190820 -1.754217 -0.166 0.180 0.156 0.0107
H 1.455101 -2.376585 2.587818 -0.089 0.082 0.035 0.0002
H 0.223327 -1.137460 2.857027 0.116 -0.057 -0.067 0.0002
H -0.359557 -4.068003 2.142668 -0.073 -0.019 0.107 0.0001
H -1.585356 -2.816573 2.285860 0.100 -0.080 0.063 0.0000
H -2.663221 -1.395952 3.439349 -0.043 0.002 -0.012 0.0000
H -3.606480 0.690457 4.296559 -0.055 0.061 -0.028 0.0000
H -2.984687 1.510436 6.540489 -0.027 0.091 0.048 0.0000
H -1.387581 0.229004 7.918659 0.027 0.010 0.067 0.0000
H -0.420372 -1.871417 7.050286 -0.018 0.040 0.029 0.0000
H -3.692989 -3.105813 5.403809 -0.057 -0.006 -0.035 0.0000
H -5.757482 -4.314606 4.854074 -0.090 0.008 0.056 0.0000
H -5.665128 -6.398067 3.535245 -0.077 -0.053 -0.027 0.0000
H -3.484632 -7.283338 2.791359 0.013 -0.089 -0.038 0.0000
H -1.412395 -6.068566 3.332476 -0.006 -0.058 -0.057 0.0000
H -1.037978 0.572608 1.471566 0.034 0.135 -0.016 0.0002
H -3.360384 1.332046 1.268592 -0.045 0.072 0.045 0.0000
H -5.018178 -0.070609 0.064330 -0.057 0.019 0.030 0.0002
H -4.331179 -2.246776 -0.852309 -0.087 -0.091 -0.077 0.0000
H -2.001104 -3.004672 -0.677315 0.031 -0.046 -0.092 0.0002
H 1.696047 -4.218960 1.244127 -0.015 -0.025 0.060 0.0000
H 2.321168 -6.151218 -0.114488 0.044 -0.088 0.030 0.0001
H 1.817236 -6.195615 -2.527471 -0.005 -0.054 -0.065 0.0002
H 0.645764 -4.294818 -3.576783 -0.044 0.012 -0.095 0.0000
H -0.026164 -2.337948 -2.222393 0.068 -0.313 0.055 0.0040
```
Forces are in eV/Å.

Record 2
Formula: C54H48IN4O3P2RbS2
Source: the Open Molecules 2025 dataset
Level of theory: wB97M-V/def2-TZVPD

Properties
Charge = 0
Energy = -117876.3977 eV
Relative energy (zero: lowest compared OMol25 entry of this formula, charge and spin) = 593.31 kJ/mol
2S+1 = 1
LUMO level = -0.382 eV
Gap between HOMO and LUMO = 5.686 eV

XYZ file:
```
115
Properties=species:S:1:pos:R:3:forces:R:3:lowdin_charge:R:1
Rb -2.001809 0.944865 0.691691 0.010 0.019 -0.510 0.5369
C -5.789238 -0.379760 -3.333254 -1.609 -0.299 -0.356 -0.0569
C -4.912240 0.756665 -3.644113 0.680 1.430 -0.756 -0.2918
N -5.185192 1.402752 -4.772233 -0.133 -1.590 -0.292 0.0713
C -4.412946 2.347498 -5.256367 0.790 1.623 1.036 -0.1539
C -3.412142 2.964978 -4.464883 -0.509 -0.852 -1.621 -0.1646
C -2.537035 4.066069 -5.068733 -1.509 -0.244 -0.494 -0.2107
O -2.517755 5.190757 -4.215576 0.072 1.105 0.195 -0.0728
C -3.242060 2.479493 -3.173613 -1.409 -0.924 0.174 -0.0940
C -2.342129 3.150769 -2.274019 -1.003 0.280 2.630 -0.0592
N -2.561161 3.658892 -1.089870 3.518 -0.954 -3.196 0.0476
C -3.298220 4.574023 -0.485486 -2.253 -0.547 0.831 -0.3651
C -4.585197 4.947359 -0.949780 0.869 0.749 0.746 0.0155
C -5.374533 5.726239 -0.112426 -0.927 0.015 -1.246 -0.1095
C -4.975152 6.151151 1.122888 2.234 -0.640 0.549 -0.0975
C -3.649917 5.855855 1.544746 -1.282 0.894 0.051 -0.1679
C -2.847954 5.055187 0.764318 -1.299 0.429 -0.262 -0.7019
I -1.105069 4.441438 1.595109 1.244 -0.357 0.237 0.9752
C -3.935653 1.251896 -2.704043 -0.023 1.164 -1.382 -0.3623
O -3.712984 0.680633 -1.610862 0.357 -0.176 1.147 -0.1799
H -6.388019 -0.688081 -4.244126 0.582 0.627 1.103 0.0939
H -5.303839 -1.261904 -2.968192 0.626 -0.391 0.336 0.0525
H -6.446405 -0.024184 -2.525382 -0.258 -0.452 -0.132 0.0806
H -4.707426 2.755730 -6.214232 0.180 0.107 -0.188 0.0904
H -1.515626 3.688940 -5.182779 -0.026 0.285 -0.022 0.1187
H -2.952225 4.386655 -6.076410 0.603 -0.722 0.937 0.1311
H -3.263135 5.782459 -4.431886 0.510 -0.612 0.186 0.1043
H -1.316356 3.057010 -2.557802 1.162 0.065 -0.062 0.1153
H -4.859812 4.645687 -1.952538 -0.256 -0.124 0.154 0.1156
H -6.362293 6.053051 -0.430267 0.032 -0.297 -0.154 0.1039
H -5.658218 6.637249 1.770173 -0.358 0.691 0.445 0.0867
H -3.244668 6.322270 2.446373 -0.296 -0.449 -0.097 0.0869
O 0.559300 0.925763 -0.984907 -0.009 -0.447 -0.138 -0.5956
S 1.748301 1.599656 -1.567391 0.288 0.101 0.186 0.9949
C 2.860683 0.418656 -2.385715 0.094 -0.764 0.048 -0.3393
C 3.589323 0.893828 -3.474896 -0.137 1.360 0.053 -0.0855
C 4.160218 0.052230 -4.420322 0.579 1.331 -0.574 -0.0766
C 4.155279 -1.292648 -4.185660 -0.171 -1.173 -0.175 -0.0769
C 3.621264 -1.767080 -3.000199 -0.230 -0.160 0.008 -0.1156
C 2.915862 -0.949333 -2.106052 0.037 -0.771 -0.833 -0.3397
P 2.061508 -1.823119 -0.770367 0.463 -0.379 -0.310 1.0876
C 0.610549 -2.576059 -1.542636 0.171 -1.114 0.672 -0.3768
C -0.318650 -3.250824 -0.709034 0.426 0.279 1.194 -0.1153
C -1.538435 -3.703343 -1.182835 0.062 -0.021 -0.717 -0.0875
C -1.849402 -3.557169 -2.551115 1.154 0.388 0.010 -0.0668
C -0.862148 -3.011409 -3.401732 -0.667 0.030 0.424 -0.0527
C 0.359842 -2.517142 -2.883017 -1.480 -0.325 -1.368 -0.0806
C 3.294512 -3.153429 -0.137697 -0.842 1.166 1.019 -0.3706
C 5.083871 -3.407507 1.158254 -0.509 -0.635 0.520 -0.1763
C 4.994557 -4.723478 1.879024 -0.766 -1.148 0.060 -0.0310
C 3.937077 -5.581517 1.781946 1.786 1.201 0.426 -0.0933
C 2.799901 -5.401709 0.918193 -0.664 0.282 -1.647 -0.0826
C 2.568555 -4.435792 -0.010009 0.322 -1.115 1.269 -0.0852
C 2.774524 2.107267 -0.187081 0.699 0.044 0.097 -0.3593
C 3.560891 3.229836 -0.479071 -0.252 -0.788 2.520 -0.0847
C 4.278540 3.817245 0.567952 0.304 0.092 0.318 -0.0668
C 4.227558 3.313077 1.892793 -0.704 0.052 -1.381 -0.0412
C 3.399955 2.193632 2.135847 1.407 1.286 0.240 -0.0862
C 2.775744 1.515510 1.098756 0.248 -0.083 -0.270 -0.3164
P 2.309445 -0.247443 1.447918 -0.898 0.600 2.852 1.0303
C 2.335217 -0.287025 3.321522 -0.903 0.579 0.790 -0.3625
C 1.113461 -0.014381 4.007435 0.183 0.345 -2.284 -0.1045
C 1.058333 -0.028785 5.361348 -1.358 0.370 1.318 -0.1198
C 2.181426 -0.209001 6.124041 0.999 -0.082 0.360 -0.0959
C 3.388895 -0.529373 5.512351 -0.101 -0.010 -0.080 -0.0760
C 3.443512 -0.596188 4.121051 0.021 -0.333 -0.512 -0.1054
C 3.876603 -1.121477 1.223199 2.373 1.300 -1.195 -0.3839
C 5.015247 -0.501666 0.660940 -2.317 -1.806 1.266 -0.0589
C 5.844086 -1.094955 -0.345351 -0.145 -2.684 -1.293 -0.0634
C 5.641268 -2.341930 -0.971622 0.960 3.495 1.680 -0.0485
C 4.816744 -3.401934 -0.392851 -0.301 -0.380 -0.263 -0.2033
C 3.756998 -2.604377 1.325787 -0.182 -0.035 -1.445 -0.2180
H 3.697148 1.988482 -3.575454 -0.351 -0.613 -0.278 0.1134
H 4.612883 0.481569 -5.344015 -0.402 -0.384 0.910 0.1254
H 4.468448 -2.010700 -4.944590 0.253 0.253 0.248 0.1167
H 3.651372 -2.835511 -2.786901 -0.054 0.187 -0.146 0.1171
H -0.040281 -3.418296 0.371767 -0.448 0.340 -1.204 0.1231
H -2.246478 -4.201506 -0.524284 0.161 0.148 -0.022 0.1006
H -2.823825 -3.869791 -2.927053 0.351 0.067 -0.011 0.1028
H -1.087484 -2.927537 -4.473165 0.233 -0.004 0.495 0.1068
H 1.069101 -2.084856 -3.573226 0.047 0.087 -0.009 0.0970
H 6.040779 -2.961002 1.466110 -0.567 0.360 -0.341 0.1435
H 5.847769 -4.968735 2.544619 -0.711 0.049 -0.502 0.1115
H 3.983461 -6.517381 2.311659 -0.005 -0.122 0.283 0.0923
H 2.107698 -6.235882 0.866822 0.059 -0.081 0.083 0.1000
H 1.764042 -4.627735 -0.697459 -0.203 0.030 -0.110 0.0871
H 3.642427 3.619240 -1.452718 -0.221 0.518 -1.067 0.0880
H 4.845082 4.720173 0.310413 0.029 -0.450 0.368 0.1074
H 4.848537 3.768104 2.673530 -0.540 -0.152 -0.238 0.1092
H 3.342900 1.845928 3.164624 0.053 -0.211 -0.329 0.0995
H 0.203199 0.323074 3.457573 0.765 -0.635 0.255 0.0856
H 0.109435 0.134507 5.897143 0.398 0.136 -0.499 0.1090
H 2.095826 -0.020747 7.183790 0.206 -0.374 0.197 0.1020
H 4.288885 -0.728166 6.089141 -0.178 0.080 -0.012 0.1027
H 4.359711 -0.921035 3.614340 -0.163 0.325 0.314 0.1031
H 5.268590 0.489615 0.974257 -0.390 0.798 -0.436 0.0944
H 6.593841 -0.416786 -0.705439 0.338 -0.017 -0.526 0.0952
H 6.232784 -2.592963 -1.825901 0.390 0.015 -0.350 0.1009
H 4.925252 -4.317939 -0.967568 0.347 -0.233 0.229 0.1474
H 3.076263 -2.895528 2.131353 0.254 -0.040 0.046 0.1480
C -3.272739 -2.464722 4.576342 -0.331 -0.596 -0.733 -0.0398
N -4.233377 -1.632519 3.814586 0.815 -0.149 0.332 -0.1505
C -5.332321 -2.199086 3.045794 -0.939 0.305 0.312 -0.1338
C -6.271605 -1.012643 2.895511 -0.501 1.120 -0.129 -0.1363
N -5.366465 0.130708 3.115690 1.000 -1.181 0.401 0.0273
C -4.179029 -0.269505 3.694365 -0.595 -0.164 -0.052 -0.8237
S -2.882186 0.699919 4.180831 -0.669 -0.188 -0.351 0.5661
H -2.992978 -3.367352 3.999183 0.206 0.751 -0.325 0.0904
H -3.721460 -2.960984 5.443739 -0.296 0.736 0.233 0.0846
H -2.387321 -1.885944 4.865907 -0.419 -0.121 -0.206 0.0515
H -5.863357 -2.976618 3.584965 0.246 -0.295 0.152 0.1220
H -5.104168 -2.562538 2.051293 0.808 -0.252 -0.132 0.1208
H -7.072962 -1.039883 3.657254 0.308 0.151 -0.261 0.1210
H -6.736460 -0.908987 1.897765 0.236 -0.316 0.489 0.1284
H -5.594911 1.073337 2.872215 0.221 0.227 0.092 0.1337
```
Forces are in eV/Å.